(1)
Computed, not measured: 2 unconnected molecules or ions with the total composition C2HNO2, with ωB97M-V with the def2-TZVPD basis set.

Calculated values
Energy relative to the best compared isomer or geometry (same formula, charge and spin) = 20.4 kcal per mole
HOMO energy (alpha / beta) = -6.54 / -12.42 eV
2S+1 = 3
Kohn-Sham gap (alpha / beta) = 7.3 / 8.2 eV
LUMO energy (alpha / beta) = 0.0296 / -0.1566 Ha
Charge = 0
Expectation value of S² = 2.003

CARTESIAN COORDINATES (ANGSTROEM)
C  -1.6952  -0.5512  -0.1435
O  -2.0999  0.4065  -0.6228
H  2.6948  0.6289  -0.1774
N  0.6164  0.3108  0.4118
O  -1.2082  -1.4308  0.4051
C  1.6921  0.6358  0.1269



(2)
Computed, not measured: C2HNO2S2 in the gas phase, with ωB97M-V with the def2-TZVPD basis set.

Calculated values
Energy relative to the best compared isomer or geometry (same formula, charge and spin) = 4.7 kcal per mole
HOMO energy = -9.25 eV
SMILES = O=c1[nH]ssc1=O
Kohn-Sham gap = 8.4 eV
LUMO energy = -0.0303 Ha
Charge = 0

CARTESIAN COORDINATES (ANGSTROEM)
C  1.0777  -0.4897  -0.0904
O  -0.9619  -1.7030  -0.0663
H  -1.9421  0.5423  0.4082
N  -1.0523  0.5796  -0.0537
C  -0.4833  -0.5989  -0.0847
S  1.8063  1.1184  0.0329
O  1.7266  -1.4882  -0.0537
S  -0.1710  2.0395  -0.0923



(3)
Computed, not measured: C2HNO3S in the gas phase, with ωB97M-V with the def2-TZVPD basis set.

Calculated values
Energy relative to the best compared isomer or geometry (same formula, charge and spin) = 46.1 kcal per mole
HOMO energy = -10.14 eV
Kohn-Sham gap = 9.6 eV
LUMO energy = -0.0189 Ha
Charge = 0

CARTESIAN COORDINATES (ANGSTROEM)
H  -1.6388  0.9465  -1.2474
O  0.4219  -2.1813  0.7860
C  -0.9262  0.6711  -0.5831
O  -0.8518  -0.7273  -0.5540
C  0.1115  -1.1233  0.3157
S  0.9719  0.4426  0.9861
N  -0.2486  1.4184  0.1587
O  2.1601  0.5534  0.1380



(4)
Computed, not measured: C2HNO4 in the gas phase, with ωB97M-V with the def2-TZVPD basis set.

Calculated values
Energy relative to the best compared isomer or geometry (same formula, charge and spin) = 90.2 kcal per mole
HOMO energy = -10.64 eV
SMILES = O=CC(=O)[N+](=O)[O-]
Kohn-Sham gap = 9.7 eV
LUMO energy = -0.0341 Ha
Charge = 0

CARTESIAN COORDINATES (ANGSTROEM)
O  1.5316  -1.0498  -0.5112
N  0.2951  -1.0799  -0.6539
H  0.3581  1.8160  0.9689
O  -0.4582  -2.0072  -0.6559
C  -0.1627  0.9288  0.9545
O  -0.3781  0.3343  1.9298
O  -0.8930  0.7915  -1.4466
C  -0.2928  0.2662  -0.5855



(5)
Computed, not measured: 2 unconnected molecules or ions with the total composition C2HNO4, with ωB97M-V with the def2-TZVPD basis set.

Calculated values
Energy relative to the best compared isomer or geometry (same formula, charge and spin) = 61.2 kcal per mole
HOMO energy (alpha / beta) = -10.24 / -10.24 eV
SMILES = O=CN=O.O=C=O
Kohn-Sham gap (alpha / beta) = 8.3 / 8.3 eV
LUMO energy (alpha / beta) = -0.0710 / -0.0711 Ha
Charge = 0

CARTESIAN COORDINATES (ANGSTROEM)
C  -0.3069  0.1964  1.3247
C  -0.0434  -0.5580  -2.7533
O  -0.1128  0.5654  -2.9888
O  -0.5555  -0.1112  0.1747
O  1.3304  0.3233  2.9617
N  0.7229  0.5811  1.9611
O  0.0942  -1.6758  -2.6070
H  -1.1290  0.6788  1.9269



(6)
Computed, not measured: C2HNO4S in the gas phase, with ωB97M-V with the def2-TZVPD basis set.

Calculated values
Energy relative to the best compared isomer or geometry (same formula, charge and spin) = 98.6 kcal per mole
HOMO energy = -9.80 eV
SMILES = O=c1oc(=S)on1O
Kohn-Sham gap = 9.1 eV
LUMO energy = -0.0240 Ha
Charge = 0

CARTESIAN COORDINATES (ANGSTROEM)
O  -1.0339  -1.3656  0.6239
C  1.2641  0.8473  0.1062
H  -0.7389  -2.4723  0.3868
O  -2.0710  1.0210  -0.6175
S  2.8439  1.1003  0.5003
O  0.0427  1.5423  0.0714
C  -0.9452  0.6023  -0.4427
O  1.0122  -0.5351  -0.1352
N  -0.3739  -0.7403  -0.4931